[1]
DFT (wB97M-V/def2-TZVPD) results for a cluster of 2 separate species, C3H7O2S in total at a distorted geometry.

Last column: natural (NBO) charge in e.
Atoms and positions in Å:
C1 -1.640 0.151 -0.350  -0.61
C2 -0.370 0.856 0.191  -0.53
S1 -0.741 2.137 1.464  -0.13
H1 -1.971 -0.378 0.543  0.20
H2 -2.407 0.854 -0.683  0.18
H3 -1.529 -0.575 -1.154  0.24
H4 0.074 1.460 -0.600  0.19
H5 0.370 0.058 0.351  0.31
H6 0.488 2.284 2.012  0.13
O1 1.323 -1.278 -1.455  -0.79
C3 1.911 -1.717 -0.436  0.63
O2 1.888 -1.278 0.737  -0.79
H7 2.604 -2.573 -0.621  0.00

As for the relative energy (zero: lowest compared OMol25 entry of this formula, charge and spin): 0.7139 eV. As for the spin multiplicity: 1. The value obtained for the HOMO energy is -4.2 eV. The total charge is -1. Its HOMO-LUMO gap is 7.531 eV. Its LUMO energy is 3.3 eV.

---

[2]
DFT (wB97M-V/def2-TZVPD) results for a cluster of 2 separate species, C3H7O2S in total at a distorted geometry.

Last column: natural (NBO) charge in e.
Atoms and positions in Å:
C1 1.142 -0.030 -0.726  -0.82
C2 -1.026 -0.805 -1.894  -0.51
C3 -0.091 1.326 1.384  -0.83
O1 -0.184 -1.366 1.419  -0.99
O2 1.895 -0.103 1.696  -1.03
S1 0.669 -0.307 0.914  2.00
H1 1.576 -0.976 -1.023  0.12
H2 -1.594 -0.012 -1.780  0.14
H3 -1.157 -1.848 -1.436  0.18
H4 -0.467 -0.785 -2.831  0.15
H5 0.619 1.886 1.795  0.21
H6 -0.568 1.810 0.409  0.20
H7 -0.814 1.210 2.072  0.19

As for the spin multiplicity: 3. The value obtained for the HOMO energy (spin up / spin down) is -2.0 / -3.6 eV. The total charge is -1. The expectation value of S² is 2.009. Its HOMO-LUMO gap (spin up / spin down) is 6.088 / 7.043 eV. Its LUMO energy (spin up / spin down) is 4.1 / 3.4 eV.

---

[3]
DFT (wB97M-V/def2-TZVPD) results for a cluster of 2 separate species, C3H7O3 in total at a distorted geometry.

Last column: natural (NBO) charge in e.
Atoms and positions in Å:
C1 0.075 2.209 -0.207  -0.73
C2 0.569 1.208 -1.239  0.77
O1 -0.219 0.257 -1.524  -0.83
O2 1.724 1.378 -1.671  -0.75
H1 -0.993 2.186 0.045  0.19
H2 0.223 3.263 -0.461  0.19
H3 0.617 1.950 0.701  0.21
C3 -0.484 -2.334 0.902  -0.24
O3 0.438 -1.317 0.582  -0.77
H4 0.083 -0.854 -0.218  0.51
H5 -1.224 -1.987 1.632  0.14
H6 0.081 -3.122 1.435  0.14
H7 -0.892 -2.837 0.022  0.16

As for the relative energy (zero: lowest compared OMol25 entry of this formula, charge and spin): 0.8784 eV. As for the spin multiplicity: 1. The value obtained for the HOMO energy is -4.2 eV. The total charge is -1. Its HOMO-LUMO gap is 8.225 eV. Its LUMO energy is 4.0 eV.

---

[4]
DFT (wB97M-V/def2-TZVPD) results for a cluster of 2 separate species, C3H7O3 in total at a distorted geometry.

Last column: natural (NBO) charge in e.
Atoms and positions in Å:
O1 2.357 2.212 1.226  -0.75
C1 1.070 2.147 1.004  0.64
O2 0.439 1.385 0.181  -0.80
H1 0.398 2.586 1.775  0.03
H2 -0.010 0.136 -0.108  0.56
C2 -1.342 -1.846 -0.267  -0.02
O3 -0.383 -0.833 -0.273  -0.87
C3 -1.608 -2.422 -1.641  -0.62
H3 -2.280 -1.541 0.166  0.12
H4 -1.175 -2.695 0.392  0.13
H5 -2.576 -2.914 -1.556  0.18
H6 -0.749 -3.233 -1.727  0.19
H7 -1.628 -1.724 -2.589  0.21

As for the relative energy (zero: lowest compared OMol25 entry of this formula, charge and spin): 2.4436 eV. As for the spin multiplicity: 1. The value obtained for the HOMO energy is -4.8 eV. The total charge is -1. Its HOMO-LUMO gap is 8.724 eV. Its LUMO energy is 3.9 eV.

---

[5]
DFT (wB97M-V/def2-TZVPD) results for a cluster of 2 separate species, C3H7O3 in total at a distorted geometry.

Last column: natural (NBO) charge in e.
Atoms and positions in Å:
C1 -0.002 1.830 0.217  -0.74
C2 1.363 1.209 -0.042  0.77
O1 1.552 0.004 0.348  -0.84
O2 2.198 1.926 -0.627  -0.75
H1 -0.797 1.276 -0.291  0.21
H2 0.034 2.879 -0.053  0.20
H3 -0.367 1.720 1.246  0.20
C3 -0.946 -1.970 0.031  -0.25
O3 -0.070 -1.665 -1.027  -0.78
H4 0.664 -1.120 -0.647  0.52
H5 -1.956 -1.590 -0.200  0.13
H6 -1.037 -3.056 0.109  0.14
H7 -0.637 -1.443 0.935  0.19

As for the relative energy (zero: lowest compared OMol25 entry of this formula, charge and spin): 0.7294 eV. As for the spin multiplicity: 1. The value obtained for the HOMO energy is -4.3 eV. The total charge is -1. Its HOMO-LUMO gap is 8.415 eV. Its LUMO energy is 4.1 eV.

---

[6]
DFT (wB97M-V/def2-TZVPD) results for a cluster of 2 separate species, C3H7O3 in total at a distorted geometry.

Last column: natural (NBO) charge in e.
Atoms and positions in Å:
C1 -1.549 0.806 1.347  -0.24
O1 -1.803 1.183 0.001  -0.79
H1 -0.904 1.312 -0.441  0.52
H2 -2.463 0.305 1.698  0.14
H3 -1.519 1.715 1.938  0.14
H4 -0.683 0.166 1.463  0.18
C2 1.121 -1.386 -0.649  -0.74
C3 1.399 0.039 -1.175  0.77
O2 0.813 0.998 -0.577  -0.83
O3 2.295 0.125 -2.033  -0.76
H5 0.323 -1.950 -1.131  0.20
H6 0.961 -1.332 0.435  0.19
H7 2.008 -1.981 -0.876  0.20

As for the relative energy (zero: lowest compared OMol25 entry of this formula, charge and spin): 0.7940 eV. As for the spin multiplicity: 1. The value obtained for the HOMO energy is -4.4 eV. The total charge is -1. Its HOMO-LUMO gap is 8.476 eV. Its LUMO energy is 4.1 eV.

---

Energy values (in Ha) by entry order: -667.2170; -666.9476; -344.2779; -344.2204; -344.2834; -344.2810.